1.
{"formula": "C8H10", "method": "ωB97M-V with the def2-TZVPD basis set", "symbols": ["C", "C", "H", "H", "H", "H", "C", "H", "H", "H", "C", "H", "C", "H", "C", "H", "C", "C"], "coordinates": [[-0.429, -1.017, 0.651], [1.862, -0.668, 0.271], [-0.555, 0.827, 1.911], [1.777, 0.493, -1.525], [-1.557, -1.041, -1.644], [0.440, -1.310, -1.454], [-1.147, 0.803, -0.245], [-0.904, -1.802, 1.390], [0.210, 2.436, -0.022], [2.545, 1.034, -0.068], [-0.336, 0.432, 1.029], [-2.638, -0.777, -0.333], [0.800, -1.364, -0.310], [-2.062, 1.570, -0.241], [1.604, 0.556, -0.389], [1.659, -0.728, 1.448], [-1.550, -0.669, -0.439], [0.280, 1.223, -0.032]], "max_force_ev_per_a": 7.19, "smiles": "C1=C[C@@H]2C[C@@H]3[C@H](C1)[C@@H]32", "relative_energy_kj_mol": 880.6, "energy_ha": -310.50028, "orbital_gap_ev": 8.03}

2.
{"formula": "C8H10", "method": "ωB97M-V with the def2-TZVPD basis set", "symbols": ["C", "C", "C", "H", "H", "H", "C", "H", "C", "C", "H", "H", "H", "C", "H", "H", "H", "C"], "coordinates": [[1.108, 0.610, 0.557], [-0.140, -1.408, 0.266], [-0.960, -0.220, 0.697], [-2.117, -1.910, -0.249], [-0.823, 3.007, -0.513], [-1.514, -0.492, 1.675], [-0.337, 1.076, 0.514], [0.502, -0.253, -1.176], [2.329, 0.222, -0.159], [-1.168, 1.993, -0.280], [3.234, 0.088, 0.304], [0.134, -2.244, 0.923], [1.242, 0.003, 1.553], [-1.351, -1.254, -0.485], [-1.301, -0.873, -1.547], [-2.329, 1.770, -0.379], [2.424, 0.500, -1.308], [1.066, -0.614, -0.393]], "max_force_ev_per_a": 6.35, "smiles": "C=C1[C@H]2C[C@H]2[C@@H]2C[C@@H]12", "relative_energy_kj_mol": 745.3, "energy_ha": -310.55180, "orbital_gap_ev": 9.14}

3.
{"formula": "C8H10", "method": "ωB97M-V with the def2-TZVPD basis set", "symbols": ["C", "H", "H", "H", "H", "H", "H", "C", "C", "C", "C", "C", "H", "H", "C", "H", "H", "C"], "coordinates": [[1.771, -0.337, 0.307], [-0.003, -2.383, -0.982], [1.941, -1.336, 0.371], [-2.052, -1.686, 0.081], [0.239, 3.072, 0.152], [2.653, 0.148, -0.046], [-0.620, -0.821, -1.994], [-1.283, -0.982, 0.013], [-0.218, -1.305, -1.073], [0.074, 2.001, 0.021], [0.676, -0.222, -0.681], [0.437, 1.072, -1.052], [1.480, 0.016, 1.221], [-1.472, 2.107, 1.529], [-0.911, 1.538, 0.805], [-2.469, 0.207, 1.224], [-0.020, 1.321, -2.095], [-1.510, 0.172, 0.675]], "max_force_ev_per_a": 3.46, "smiles": "CC1=CC=CC=CC1", "relative_energy_kj_mol": 432.4, "energy_ha": -310.67098, "orbital_gap_ev": 8.26}

4.
{"formula": "C8H10Br2", "method": "ωB97M-V with the def2-TZVPD basis set", "symbols": ["H", "C", "C", "H", "Br", "H", "H", "Br", "H", "C", "C", "H", "H", "C", "C", "H", "H", "C", "H", "C"], "coordinates": [[1.901, -1.816, -0.229], [-0.376, 1.282, -1.426], [-1.283, -0.485, 0.376], [-1.263, -0.486, -2.545], [-3.608, 1.121, 0.108], [-1.323, 1.848, -1.343], [0.996, -2.434, 1.356], [-2.347, -2.069, -0.213], [2.016, 0.393, 0.679], [1.398, -0.252, 1.287], [-2.257, 0.292, 1.313], [-2.937, -0.288, 1.865], [1.379, -0.141, 2.395], [-0.426, 0.077, -0.630], [0.215, -0.578, 0.520], [0.501, 1.922, -1.248], [0.651, -0.403, -2.530], [1.280, -1.588, 0.701], [-1.975, 1.166, 1.907], [-0.290, -0.028, -2.111]], "max_force_ev_per_a": 2.90, "smiles": "BrC[C@]1(Br)[C@]2(CC2)[C@@]12CC2", "relative_energy_kj_mol": 367.5, "energy_ha": -5458.72202, "orbital_gap_ev": 10.44}

5.
{"formula": "C8H10Br2F3NNiO3", "method": "ωB97M-V with the def2-TZVPD basis set", "symbols": ["H", "N", "O", "H", "C", "C", "O", "H", "H", "C", "C", "H", "Br", "Br", "Ni", "C", "C", "F", "H", "H", "C", "O", "H", "H", "F", "H", "F", "C"], "coordinates": [[1.523, 2.478, 2.569], [0.970, 0.126, 1.237], [1.290, -0.988, 1.887], [1.600, -0.044, -2.971], [1.494, -1.579, -1.451], [1.629, -1.964, 0.834], [0.787, -1.951, -0.215], [2.547, -1.310, -1.151], [0.976, 0.541, -1.401], [-1.168, 0.374, 2.566], [0.558, 2.417, 1.993], [-0.268, 2.981, 2.485], [-1.593, 1.439, -0.718], [-0.810, -2.246, -3.593], [-3.151, 2.398, 2.385], [0.900, -0.305, -2.129], [-1.726, -0.236, -1.779], [-1.992, -1.319, -0.982], [-1.553, -0.535, 2.040], [-1.958, 1.203, 2.456], [0.146, 0.909, 1.921], [2.528, -2.673, 1.008], [1.613, -2.460, -2.132], [-1.051, 0.196, 3.666], [-2.849, -0.079, -2.554], [0.698, 2.739, 0.923], [-0.613, 0.435, -3.823], [-0.514, -0.473, -2.768]], "s_squared": 2.01, "spin_multiplicity": 3, "max_force_ev_per_a": 3.17, "charge": 2, "energy_ha": -7546.33197, "orbital_gap_ev": [6.14, 5.19]}

6.
{"formula": "C8H10Br2O2S", "method": "ωB97M-V with the def2-TZVPD basis set", "symbols": ["O", "H", "S", "H", "Br", "O", "C", "C", "H", "C", "H", "H", "H", "C", "C", "C", "H", "C", "H", "Br", "H", "H", "C"], "coordinates": [[-3.422, -2.107, 1.700], [-4.495, 1.074, 0.025], [-3.089, -0.761, 1.367], [2.561, 0.772, 2.110], [-3.272, -0.469, -1.345], [-2.867, 0.227, 2.349], [-1.818, -0.904, 0.073], [-0.606, 0.457, 0.289], [-0.329, 0.198, -1.961], [1.767, 0.499, 1.300], [0.846, 1.174, -1.067], [-5.322, -0.594, 0.409], [0.594, -1.737, -0.168], [0.214, 0.234, -0.977], [2.217, -0.370, 0.172], [-4.410, -0.053, 0.213], [2.731, 0.405, -0.406], [0.500, 0.767, 1.433], [1.527, -1.285, -1.651], [-1.772, 2.170, 0.059], [0.182, 1.225, 2.300], [2.752, -1.295, 0.517], [1.122, -0.895, -0.701]], "max_force_ev_per_a": 3.41, "relative_energy_kj_mol": 408.6, "energy_ha": -6007.25602, "orbital_gap_ev": 7.92}

7.
{"formula": "C8H10BrNO2", "method": "ωB97M-V with the def2-TZVPD basis set", "symbols": ["C", "C", "H", "H", "H", "C", "H", "H", "C", "H", "Br", "H", "H", "O", "C", "O", "C", "N", "C", "C", "H", "H"], "coordinates": [[0.841, 2.063, -0.761], [2.201, 1.932, -0.171], [-1.584, -0.726, -2.348], [-2.875, -1.930, -0.772], [2.957, 1.416, -0.900], [0.432, -0.907, 0.281], [0.421, 3.014, -1.031], [0.204, -2.446, 1.802], [-1.225, -0.875, -1.329], [-2.444, -2.456, 1.456], [2.277, -1.524, 0.076], [0.254, 0.607, 2.064], [0.522, 1.489, -1.589], [1.959, 1.102, 1.046], [-1.678, -1.921, 0.848], [-0.113, 1.670, 0.266], [-0.344, -1.812, 1.154], [-0.024, -0.695, -1.032], [0.627, 0.805, 0.976], [-2.279, -1.275, -0.314], [2.662, 2.928, 0.106], [-2.794, -0.458, 0.172]], "max_force_ev_per_a": 5.70, "smiles": "Br[C@]1(C2OCCO2)C=CCC=N1", "relative_energy_kj_mol": 116.4, "energy_ha": -3089.96382, "orbital_gap_ev": 9.30}

8.
{"formula": "C8H10Cl2N4", "method": "ωB97M-V with the def2-TZVPD basis set", "symbols": ["H", "N", "C", "H", "N", "C", "Cl", "C", "N", "H", "C", "H", "H", "C", "H", "N", "H", "C", "H", "H", "C", "H", "Cl", "C"], "coordinates": [[2.253, -1.170, -1.755], [-4.090, -0.482, -0.804], [2.667, 1.129, 1.094], [-4.378, -1.723, -2.158], [-1.095, -1.042, -0.280], [-0.064, -0.606, -0.851], [-1.044, -1.486, 1.373], [3.659, 0.058, -0.714], [-3.697, 1.157, 0.825], [-2.747, 1.014, -1.156], [1.389, 0.574, 0.857], [-4.016, 0.462, 1.490], [-2.997, -0.506, -2.392], [3.725, 1.009, 0.292], [4.500, 1.679, 0.403], [-3.870, -0.910, -2.021], [4.373, -0.169, -1.503], [2.364, -0.552, -0.956], [-0.057, -0.357, -1.866], [0.587, 0.732, 1.549], [-3.389, 0.503, -0.339], [2.651, 1.848, 1.907], [-2.139, 1.735, 1.548], [1.218, -0.181, -0.306]], "max_force_ev_per_a": 5.15, "smiles": "Cl/N=C\\c1ccccc1.N/N=C/NCl", "relative_energy_kj_mol": 325.1, "energy_ha": -1450.06807, "orbital_gap_ev": 8.11}

9.
{"formula": "C8H10ClN5S", "method": "ωB97M-V with the def2-TZVPD basis set", "symbols": ["C", "C", "Cl", "C", "C", "N", "H", "C", "N", "H", "H", "S", "N", "H", "C", "H", "H", "N", "C", "H", "H", "C", "H", "N", "H"], "coordinates": [[0.922, 4.300, 1.577], [0.752, 1.947, 1.185], [-1.242, 5.919, 1.682], [-0.458, 4.403, 1.426], [-0.647, 2.157, 0.989], [-1.245, 3.360, 1.140], [-0.258, -0.161, -1.291], [1.538, 3.050, 1.536], [-0.916, -0.846, -0.887], [1.097, -3.262, -0.328], [-1.274, 1.284, 0.854], [1.946, 0.272, -0.480], [0.924, -2.301, -0.598], [-2.144, -2.326, -0.015], [1.969, -1.468, -0.474], [2.583, 2.878, 1.809], [3.921, -1.514, -0.298], [3.075, -2.093, -0.396], [-0.377, -1.929, -0.481], [0.533, -0.178, 1.471], [1.492, 5.152, 1.862], [1.318, 0.568, 1.207], [-1.175, -3.707, -0.300], [-1.228, -2.765, 0.094], [2.125, 0.487, 1.945]], "max_force_ev_per_a": 3.60, "smiles": "[H]/N=C(/N)N/C(=N/[H])SCc1ccc(Cl)nc1", "relative_energy_kj_mol": 0.0, "energy_ha": -1442.99508, "orbital_gap_ev": 9.51}

10.
{"formula": "C8H10F6NO3S", "method": "ωB97M-V with the def2-TZVPD basis set", "symbols": ["S", "F", "C", "C", "H", "O", "F", "C", "F", "H", "O", "H", "H", "C", "C", "H", "F", "C", "F", "O", "H", "H", "C", "N", "C", "F", "H", "H", "H"], "coordinates": [[-1.133, -3.480, -0.097], [1.193, 2.806, -1.979], [-1.921, -2.014, 0.644], [-0.483, 1.451, -1.268], [-1.420, -1.034, -1.181], [3.409, -1.341, 1.697], [3.139, -0.738, -0.731], [2.590, -0.480, 1.488], [3.233, 1.684, -0.935], [-0.338, 0.586, 0.665], [2.040, 0.221, 2.504], [0.013, -3.510, 0.599], [-3.069, 1.043, -0.348], [-2.219, -0.968, -0.456], [2.202, -0.189, -0.009], [1.185, 0.601, 2.299], [1.307, 0.755, -2.590], [2.077, 1.299, -0.454], [1.769, 2.100, 0.582], [-1.292, 1.672, -2.128], [-1.093, 2.027, 0.621], [-3.141, -1.218, -0.946], [-2.321, 0.433, 0.128], [-0.994, 1.139, 0.118], [1.042, 1.555, -1.582], [1.035, -0.811, -0.294], [-2.616, 0.338, 1.163], [-2.871, -2.326, 1.047], [-1.322, -1.600, 1.443]], "max_force_ev_per_a": 2.73, "smiles": "O=C(O)C(F)(F)C(F)(F)C(F)(F)C(=O)[NH2+]CCCS", "charge": 1, "energy_ha": -1588.38407, "orbital_gap_ev": 7.41}

11.
{"formula": "C8H10F9O8PS", "method": "ωB97M-V with the def2-TZVPD basis set", "symbols": ["F", "H", "C", "O", "F", "C", "S", "C", "C", "H", "F", "F", "O", "C", "C", "H", "O", "C", "H", "C", "H", "H", "H", "O", "O", "H", "F", "F", "O", "O", "O", "F", "P", "H", "F", "F", "H"], "coordinates": [[-1.235, -6.083, -2.436], [2.785, -5.021, -0.483], [-2.789, 2.376, 0.896], [-0.475, 3.768, 2.920], [-1.519, -4.086, -1.637], [-2.643, 3.897, 0.789], [1.329, 1.624, 1.652], [2.897, -3.061, -1.393], [-0.974, -4.783, -2.638], [1.738, 5.129, 1.517], [-3.432, 0.632, 2.331], [-4.936, 2.081, 1.822], [0.333, 0.726, 2.109], [2.518, -4.524, -1.412], [2.117, 0.853, 0.173], [3.973, -2.963, -1.249], [1.132, -4.360, -3.738], [-3.624, 1.924, 2.078], [-3.286, 1.981, 0.007], [0.558, -4.568, -2.710], [2.630, -2.577, -2.332], [-2.983, 4.396, 1.697], [-1.823, 1.872, 0.968], [1.082, -4.685, -1.501], [0.669, 2.807, 0.818], [2.980, -5.051, -2.245], [-3.371, 2.595, 3.195], [2.859, -0.172, 0.605], [-1.285, 4.324, 0.519], [2.357, 2.161, 2.474], [0.835, 5.270, 1.198], [1.180, 0.396, -0.660], [-0.130, 4.071, 1.542], [2.390, -2.549, -0.576], [2.895, 1.723, -0.463], [-1.548, -4.410, -3.776], [-3.206, 4.285, -0.058]], "max_force_ev_per_a": 0.52, "energy_ha": -2551.24959, "orbital_gap_ev": 11.65}

12.
{"formula": "C8H10FO3S", "method": "ωB97M-V with the def2-TZVPD basis set", "symbols": ["H", "C", "H", "H", "C", "H", "S", "C", "C", "C", "H", "H", "C", "H", "H", "H", "O", "C", "C", "H", "O", "O", "F"], "coordinates": [[-1.530, 0.409, -1.785], [0.580, 1.536, 1.251], [-0.005, -2.953, -0.884], [1.260, 1.945, 1.995], [-0.059, -0.474, -0.507], [-2.384, 1.343, 0.273], [2.784, 0.262, 0.074], [-0.386, 2.330, 0.738], [-0.676, 0.784, -1.196], [-0.397, -2.858, 0.110], [-0.479, 3.283, 1.210], [0.104, 1.197, -1.804], [0.914, 0.228, 0.794], [1.012, -0.618, 1.509], [0.714, -0.749, -1.101], [0.497, -3.061, 0.712], [3.139, -1.174, 0.253], [-1.402, 1.696, -0.213], [-0.983, -1.475, 0.098], [-1.215, -3.505, 0.331], [2.568, 0.631, -1.356], [-2.113, -1.416, 0.526], [-1.941, 2.640, -1.029]], "max_force_ev_per_a": 6.60, "charge": -1, "relative_energy_kj_mol": 0.0, "energy_ha": -1034.59784, "orbital_gap_ev": 7.30}